Entry 1:
DFT (wB97M-V/def2-TZVPD) results for a structure of composition C29H37BrN4O8PPtS2Te.

Structure (XYZ):
```
84
C29H37BrN4O8PPtS2Te, DFT wB97M-V/def2-TZVPD
Pt -0.505 1.696 -0.995
C 7.436 3.425 0.010
C 6.211 2.656 -0.408
C 5.090 2.599 0.419
C 3.945 1.928 0.025
C 3.921 1.295 -1.210
C 5.023 1.333 -2.046
C 6.163 2.013 -1.640
S 2.439 0.437 -1.695
O 2.755 -0.172 -2.969
O 2.091 -0.455 -0.606
N 1.337 1.557 -1.790
C 1.574 2.670 -2.703
C 0.748 3.874 -2.256
O 0.972 4.983 -2.698
O -0.170 3.627 -1.355
H 7.500 3.505 1.095
H 7.412 4.439 -0.396
H 8.346 2.947 -0.353
H 5.113 3.090 1.385
H 3.075 1.882 0.668
H 4.976 0.829 -3.002
H 7.028 2.046 -2.293
H 1.285 2.431 -3.732
H 2.623 2.977 -2.717
C -3.430 1.233 4.282
C -2.107 1.987 4.307
C -0.940 1.092 4.715
N -0.642 0.086 3.716
C 0.230 0.272 2.722
S 1.091 1.679 2.483
N 0.415 -0.810 1.864
C -0.224 -2.025 1.921
O -1.126 -2.280 2.714
C 0.266 -3.078 0.984
C -0.628 -4.083 0.626
C -0.224 -5.105 -0.213
C 1.082 -5.135 -0.687
C 1.980 -4.146 -0.317
C 1.575 -3.116 0.520
H -4.249 1.874 3.954
H -3.679 0.850 5.275
H -3.383 0.380 3.601
H -2.167 2.823 5.008
H -1.883 2.412 3.325
H -1.179 0.568 5.645
H -0.042 1.686 4.873
H -1.119 -0.812 3.719
H 0.980 -0.604 1.037
H -1.639 -4.036 1.006
H -0.928 -5.873 -0.508
H 1.398 -5.930 -1.351
H 2.996 -4.165 -0.687
H 2.278 -2.345 0.797
Br -5.196 4.911 -1.224
C -4.332 3.412 -0.469
C -5.013 2.567 0.388
C -4.325 1.489 0.914
C -3.004 1.289 0.563
N -2.371 2.103 -0.289
C -3.015 3.160 -0.797
H -6.050 2.749 0.631
H -4.805 0.795 1.588
H -2.432 0.450 0.933
H -2.446 3.790 -1.466
C 0.165 -3.333 -3.963
C 0.089 -2.196 -2.975
O -1.038 -2.427 -2.099
P -1.847 -1.165 -1.556
O -0.914 -0.301 -0.713
Te -3.113 -0.148 -3.259
O -2.759 -1.886 -0.445
C -3.671 -2.923 -0.817
C -4.624 -3.132 0.338
H 1.042 -3.201 -4.598
H -0.726 -3.353 -4.591
H 0.250 -4.289 -3.443
H -0.035 -1.241 -3.491
H 0.979 -2.130 -2.352
H -3.099 -3.829 -1.036
H -4.203 -2.624 -1.724
H -4.078 -3.372 1.251
H -5.312 -3.949 0.116
H -5.207 -2.227 0.513
```

Calculated values
* spin multiplicity: 1
* gap between HOMO and LUMO: 6.890 eV
* charge: -1
* ΔE to the lowest compared entry with this formula, charge and spin: 0.000 eV
* E_LUMO: 2.23 eV

Mulliken population analysis, charges in e, atoms 1 to 6: 1.487, -1.506, 1.099, -0.807, -0.616, -1.018

Entry 2:
DFT (wB97M-V/def2-TZVPD) results for the ion C19H32B2BrN2O7 with charge +1 at a distorted geometry.

Structure (XYZ):
```
63
C19H32B2BrN2O7, DFT wB97M-V/def2-TZVPD
C -0.464 3.806 -2.247
C 0.152 4.537 -0.905
C -0.021 3.612 0.478
C 1.464 3.630 1.247
C -0.558 2.087 0.156
C 0.367 0.935 -0.627
C 1.916 1.272 -1.160
C 3.077 0.617 -0.179
O 4.171 0.106 -0.787
N 2.954 0.520 1.326
C 2.594 -0.870 1.801
C 4.215 0.938 2.050
C -0.206 -0.600 -0.962
C 0.711 -1.736 -1.779
C 1.262 -2.939 -0.776
C 1.348 -4.311 -1.679
C 0.723 -5.647 -0.964
O 0.649 -5.594 0.504
C -0.490 -6.510 0.838
O -1.395 -6.091 1.748
N -1.646 -0.947 -0.529
B -2.302 -2.311 -0.819
O -2.208 -3.483 0.116
O -3.082 -2.469 -2.091
C -2.558 0.063 0.190
Br -4.449 -0.501 0.664
C -2.085 1.595 0.565
B -3.220 2.554 1.304
O -2.908 3.043 2.679
O -4.439 2.882 0.538
C -5.532 2.993 1.541
H -1.592 3.473 -2.056
H -0.528 4.616 -3.120
H 0.201 2.917 -2.640
H -0.493 5.530 -0.755
H 1.268 4.923 -1.043
H -0.731 4.239 1.175
H 2.356 3.746 0.499
H 1.482 4.548 1.993
H 1.514 2.655 1.913
H 2.086 0.869 -2.257
H 2.053 2.447 -1.226
H 1.518 -1.134 1.356
H 2.452 -0.917 2.979
H 3.401 -1.697 1.549
H 3.930 1.901 2.694
H 5.099 1.270 1.356
H 4.577 0.096 2.801
H 1.669 -1.272 -2.277
H 0.057 -2.161 -2.682
H 2.311 -2.698 -0.291
H 0.503 -3.013 0.136
H 0.798 -4.211 -2.734
H 2.496 -4.477 -1.960
H 1.318 -6.586 -1.385
H -0.392 -5.794 -1.363
H -0.675 -7.544 0.319
H -1.886 -4.234 -0.465
H -2.666 -1.857 -2.789
H -2.710 4.040 2.663
H -5.333 4.000 2.127
H -5.573 2.083 2.276
H -6.549 3.062 0.965
```

Calculated values
* spin multiplicity: 1
* gap between HOMO and LUMO: 7.170 eV
* charge: +1
* E_LUMO: -4.66 eV

Mulliken population analysis, charges in e, atoms 1 to 6: -0.662, -0.708, 0.425, -1.126, -0.063, 0.398